The following is a quantum chemistry calculation of 2 unconnected molecules or ions with the total composition C2H3Cl2NSi in a non-equilibrium geometry, from the Open Molecules 2025 dataset.

Last column: Mulliken charge in e.
Geometry (Å):
C: -1.376 -0.487 3.184  -0.2405
C: 0.951 -0.541 -1.431  -0.7938
N: -1.288 -0.063 4.250  -0.4305
Si: -0.190 0.388 -0.284  0.7551
Cl: 0.652 2.141 0.163  -0.0959
Cl: -2.114 0.667 -0.760  -0.0898
H: 0.499 -1.454 -1.935  0.3144
H: 1.025 0.051 -2.378  0.2950
H: 1.842 -0.701 -0.808  0.2861

Computed properties:
HOMO energy (spin up / spin down): -0.3253 / -0.3253 Eh
relative energy (zero: lowest compared OMol25 entry of this formula, charge and spin): 456.1 kJ/mol
lowest unoccupied orbital energy (spin up / spin down): -3.343 / -3.342 eV
largest force on an atom: 2.536 eV/A
DFT total energy: -1342.56915 a.u.



The following is a quantum chemistry calculation of a molecular structure, C2H6O4Si in a non-equilibrium geometry, from the Open Molecules 2025 dataset.

Last column: Mulliken charge in e.
Geometry (Å):
C: 0.789 -0.347 0.002  0.7501
C: 1.719 0.760 0.374  -1.0802
O: -0.060 -0.863 0.732  -0.4056
O: -2.625 -0.982 -0.197  -0.4030
O: 1.065 -0.994 -1.155  -0.4469
O: -0.973 0.802 -1.054  -0.4891
Si: -1.872 0.408 0.105  0.5122
H: 2.747 0.412 0.499  0.3360
H: 1.581 1.286 1.333  0.3306
H: 1.745 1.419 -0.474  0.2862
H: -2.124 -1.759 -0.023  0.3253
H: 0.299 -1.326 -1.520  0.3349
H: -2.291 1.184 1.378  -0.0505

Computed properties:
multiplicity: 3
HOMO energy (spin up / spin down): -0.2127 / -0.3764 Eh
relative energy (zero: lowest compared OMol25 entry of this formula, charge and spin): 149.8 kJ/mol
lowest unoccupied orbital energy (spin up / spin down): 0.547 / -4.141 eV
largest force on an atom: 6.537 eV/A
⟨S²⟩: 2.006
DFT total energy: -670.11300 a.u.



The following is a quantum chemistry calculation of 2 unconnected molecules or ions with the total composition C4H14NOS in a non-equilibrium geometry, from the Open Molecules 2025 dataset.

Last column: Mulliken charge in e.
Geometry (Å):
C: 1.315 -0.809 -0.624  -0.8698
C: 0.116 -0.828 -1.567  -0.3599
C: -1.227 0.008 -1.276  -0.8171
S: -1.258 0.120 0.495  -0.0262
C: -3.165 0.213 0.626  -0.9041
N: 1.703 0.581 -0.199  -0.0932
H: 1.188 -1.319 0.313  0.3927
H: 2.144 -1.262 -1.239  0.3726
H: -0.023 -1.911 -1.687  0.3207
H: 0.380 -0.533 -2.665  0.3092
H: -2.160 -0.468 -1.510  0.4557
H: -1.332 0.859 -2.004  0.3774
H: -3.445 0.396 1.710  0.3217
H: -3.522 -0.816 0.395  0.3333
H: -3.581 0.968 -0.078  0.2956
H: 2.321 0.964 -0.915  0.3913
H: 0.765 0.972 -0.259  0.2603
H: 2.038 0.813 0.753  0.2617
H: 2.820 0.064 3.623  0.3106
H: 2.357 1.410 3.265  0.3136
O: 2.564 0.576 2.844  -0.6460

Computed properties:
HOMO energy: -0.4573 Eh
charge: +1
relative energy (zero: lowest compared OMol25 entry of this formula, charge and spin): 156.1 kJ/mol
lowest unoccupied orbital energy: -3.009 eV
largest force on an atom: 3.110 eV/A
DFT total energy: -688.70324 a.u.



The following is a quantum chemistry calculation of 2 unconnected molecules or ions with the total composition C5H7Cl3O2 in a non-equilibrium geometry, from the Open Molecules 2025 dataset.

Last column: Mulliken charge in e.
Geometry (Å):
Cl: -1.454 4.054 0.270  -0.1258
C: -0.763 3.165 -1.056  0.3284
Cl: 0.952 2.794 -0.779  -0.1709
Cl: -0.963 4.089 -2.571  -0.1559
H: -1.253 2.212 -1.189  0.1638
O: -1.366 0.300 -0.738  -0.6475
C: -0.614 -0.413 -0.126  0.5049
C: 0.356 -1.415 -0.636  -0.4027
C: 0.702 -2.250 0.587  -0.4639
C: 0.483 -1.244 1.672  -0.3941
O: -0.622 -0.463 1.216  -0.3317
H: -0.040 -1.943 -1.481  0.3531
H: 1.279 -0.936 -0.917  0.2144
H: 0.029 -3.073 0.758  0.2901
H: 1.764 -2.532 0.558  0.2931
H: 0.123 -1.721 2.567  0.2979
H: 1.386 -0.624 1.867  0.2468

Computed properties:
SMILES: ClC(Cl)Cl.O=C1CCCO1
HOMO energy: -0.3937 Eh
relative energy (zero: lowest compared OMol25 entry of this formula, charge and spin): 0.0 kJ/mol
lowest unoccupied orbital energy: 0.563 eV
largest force on an atom: 1.038 eV/A
DFT total energy: -1725.77949 a.u.



The following is a quantum chemistry calculation of a molecular structure, CH18BaN2O8 in a non-equilibrium geometry, from the Open Molecules 2025 dataset.

Last column: Mulliken charge in e.
Geometry (Å):
Ba: -15.070 22.062 19.300  3.0001
C: -12.960 23.993 18.542  0.9140
O: -13.865 23.275 18.822  -0.9545
N: -11.694 23.719 18.545  -0.3128
N: -12.951 25.281 18.301  -0.3949
H: -10.922 24.356 18.411  0.2026
H: -11.476 22.740 18.665  0.0891
H: -13.744 25.831 18.596  0.1761
H: -12.090 25.652 17.924  0.1707
O: -16.107 21.700 17.416  -0.5928
H: -17.040 21.826 17.246  0.2522
H: -15.853 20.981 16.838  0.2322
O: -15.655 22.842 21.071  -0.6457
H: -16.056 23.559 21.562  0.2189
H: -15.639 22.109 21.686  0.2704
O: -15.987 23.901 18.848  -0.7956
H: -15.743 24.632 19.415  0.2576
H: -16.171 24.306 18.000  0.2903
O: -14.695 19.949 19.668  -0.5575
H: -15.369 19.639 20.273  0.2999
H: -14.676 19.292 18.973  0.2707
O: -13.697 21.374 17.874  -0.7311
H: -13.816 21.677 16.974  0.3802
H: -12.759 21.475 18.039  0.2108
O: -13.311 21.740 20.499  -0.5294
H: -12.986 21.684 21.398  0.2031
H: -12.533 21.618 19.955  0.1927
O: -16.902 21.131 19.614  -0.5512
H: -17.705 21.223 19.101  0.2036
H: -17.103 20.451 20.256  0.2302

Computed properties:
HOMO energy: -0.5223 Eh
charge: +2
lowest unoccupied orbital energy: -6.337 eV
largest force on an atom: 17.861 eV/A
DFT total energy: -784.65132 a.u.



The following is a quantum chemistry calculation of C3H5NO4 in the gas phase in a non-equilibrium geometry, from the Open Molecules 2025 dataset.

Last column: Mulliken charge in e.
Geometry (Å):
O: -2.550 0.829 1.087  -0.5599
N: -2.241 -0.008 0.266  0.9859
O: -2.970 -0.912 -0.074  -0.5744
C: -0.832 -0.062 -0.193  0.1032
O: -0.517 -1.045 -1.032  -0.4313
C: 0.098 0.844 0.092  -0.4450
C: 1.557 0.505 -0.227  -0.2764
O: 1.804 -0.874 0.220  -0.5059
H: -0.753 -1.942 -0.590  0.3685
H: -0.061 1.684 0.648  0.4902
H: 2.160 1.269 0.290  0.3256
H: 1.674 0.629 -1.320  0.2093
H: 2.631 -0.917 0.833  0.3102

Computed properties:
SMILES: O=[N+]([O-])/C(O)=C/CO
HOMO energy: -0.3721 Eh
relative energy (zero: lowest compared OMol25 entry of this formula, charge and spin): 510.3 kJ/mol
lowest unoccupied orbital energy: -0.467 eV
largest force on an atom: 3.276 eV/A
DFT total energy: -472.87508 a.u.



The following is a quantum chemistry calculation of C5H7FO in the gas phase in a non-equilibrium geometry, from the Open Molecules 2025 dataset.

Last column: Mulliken charge in e.
Geometry (Å):
C: -0.867 0.677 0.015  -0.4626
C: -0.653 0.178 1.397  -0.6500
C: -1.751 -0.389 0.617  0.2614
C: 0.231 -0.046 -0.602  0.4823
C: 1.633 0.432 -0.466  -1.1472
O: 0.085 -1.324 -1.095  -0.4558
F: -2.972 0.045 1.011  -0.2817
H: -1.187 1.689 -0.386  0.3875
H: 0.090 -0.073 2.099  0.3990
H: -1.953 -1.459 0.194  0.2503
H: 2.456 -0.109 -1.026  0.3685
H: 2.044 0.480 0.549  0.2727
H: 1.859 1.462 -0.977  0.2473
H: 0.984 -1.563 -1.330  0.3282

Computed properties:
multiplicity: 3
HOMO energy (spin up / spin down): -0.2252 / -0.3900 Eh
relative energy (zero: lowest compared OMol25 entry of this formula, charge and spin): 126.2 kJ/mol
lowest unoccupied orbital energy (spin up / spin down): 0.786 / -0.617 eV
largest force on an atom: 4.061 eV/A
⟨S²⟩: 2.008
DFT total energy: -369.59175 a.u.